Below is a structure of composition C47H36BIN3O7PSZr in a non-equilibrium geometry, with properties calculated with the ωB97M-V functional and the def2-TZVPD basis.

Values from the calculation:
Frontier orbital gap in eV: 7.656
LUMO in eV: -0.20
ΔE to the lowest compared entry with this formula, charge and spin in eV: 1.169
Total energy in Ha: -3612.91429

Structure (ORCA input):
```
! RIJCOSX wB97M-V def2-TZVPD def2/J DEFGRID3
* xyz 0 1
Zr 0.70411 -0.60127 -0.92752
C -0.47282 2.55549 -3.56207
C -0.70998 1.48363 -2.56071
O 0.28956 1.20713 -1.75950
C -1.93691 0.86780 -2.45864
C -2.30649 -0.08904 -1.46826
C -3.69803 -0.61657 -1.42168
N -1.42186 -0.48124 -0.57626
N -1.84797 -1.42799 0.38450
C -0.85225 -1.92989 1.02994
O 0.42502 -1.64225 0.77903
C -1.12589 -2.86854 2.14200
C -0.20376 -2.96767 3.17761
C -0.47694 -3.76835 4.27882
C -1.66340 -4.48606 4.33546
C -2.57669 -4.40164 3.28992
C -2.31352 -3.59074 2.19726
H -0.07333 3.43199 -3.04807
H -1.38841 2.81643 -4.08701
H 0.28524 2.22219 -4.27144
H -2.69683 1.15508 -3.17059
H -4.36204 -0.01320 -2.03684
H -4.05538 -0.65097 -0.39368
H -3.69089 -1.64522 -1.79246
H 0.71980 -2.40544 3.11702
H 0.23854 -3.83534 5.08836
H -1.87889 -5.10877 5.19457
H -3.49706 -4.97017 3.32815
H -3.02258 -3.49776 1.38541
I 2.79947 0.53220 1.26564
C 2.47900 1.27182 3.20505
C 3.55437 0.89126 3.95523
C 3.72131 1.33874 5.28526
C 2.82507 2.21111 5.80198
C 1.69914 2.63322 5.04754
C 0.83594 3.59672 5.61738
C -0.25384 4.04314 4.93740
C -0.56075 3.46873 3.69364
C 0.22490 2.51470 3.09988
P -0.48019 1.69951 1.58587
C -0.69819 3.22752 0.57165
C 0.32009 4.18379 0.57131
C 0.21611 5.34065 -0.18590
C -0.91508 5.56970 -0.95825
C -1.91728 4.61297 -0.99646
C -1.80077 3.44518 -0.25079
C -2.14114 1.33272 2.29010
C -2.14575 0.21240 3.12586
C -3.31797 -0.28064 3.67112
C -4.52498 0.35001 3.39030
C -4.52955 1.49836 2.61342
C -3.34571 1.99057 2.06882
C 1.44473 2.11796 3.73625
H 4.31072 0.25368 3.51927
H 4.57517 1.00414 5.85958
H 2.95055 2.60878 6.80208
H 1.07298 3.97830 6.60357
H -0.89926 4.80476 5.35491
H -1.47471 3.77761 3.20008
H 1.20268 4.03073 1.18082
H 1.01549 6.07033 -0.16168
H -1.00862 6.48274 -1.53223
H -2.79382 4.76705 -1.61381
H -2.57615 2.69497 -0.32839
H -1.20794 -0.28613 3.35609
H -3.28779 -1.16541 4.29562
H -5.45431 -0.05263 3.77278
H -5.45881 2.02133 2.42349
H -3.38214 2.90145 1.48732
O 4.28650 -1.08229 -0.60047
C 3.95182 -0.82081 -1.73420
N 2.63874 -0.52060 -2.12028
S 2.54147 -0.46988 -3.79344
O 2.07005 0.80214 -4.25994
O 1.85864 -1.63965 -4.27480
C 4.25646 -0.59542 -4.08339
C 4.93255 -0.47818 -5.28365
C 6.31656 -0.55571 -5.23119
C 6.98431 -0.73172 -4.01714
C 6.28026 -0.84154 -2.82643
C 4.90111 -0.77257 -2.88541
H 4.40808 -0.32577 -6.21736
H 6.88731 -0.46687 -6.14653
H 8.06568 -0.77029 -4.00668
H 6.77700 -0.95973 -1.87280
O -0.91824 -2.14356 -3.08533
B 0.11984 -2.48897 -2.19204
O 0.44443 -3.82999 -2.35780
C -0.35351 -4.29106 -3.38076
C -0.40868 -5.55601 -3.91023
C -1.32924 -5.76269 -4.94004
C -2.15256 -4.73478 -5.39147
C -2.09004 -3.45732 -4.82899
C -1.17198 -3.27323 -3.82508
H 0.22476 -6.34991 -3.53893
H -1.40113 -6.74109 -5.39605
H -2.85318 -4.92697 -6.19305
H -2.73031 -2.65116 -5.16165
*
```

Results of the Löwdin charge analysis, in e, for atoms 1 through 6: number 1, Zr, carries 1.59; number 2, C, carries 0.00; number 3, C, carries -0.42; number 4, O, carries -0.25; number 5, C, carries -0.02; number 6, C, carries -0.32